1.
Computed, not measured: C33H30NP2ReS as an isolated structure, with ωB97M-V with the def2-TZVPD basis set.

- net charge = +3
- HOMO-LUMO gap (spin up / spin down) (eV) = 6.07 / 6.32
- DFT total energy (eV) = -67713.773
- expectation value of S² = 0.76
- multiplicity = 2
- HOMO (spin up / spin down) (eV) = -17.5 / -17.5
- energy relative to the best compared isomer or geometry (same formula, charge and spin) (kcal per mole) = 15.22

The geometry in XYZ format:
```
68
Properties=species:S:1:pos:R:3:lowdin_spin:R:1
Re -0.30 0.11 -0.85 0.82
C -2.65 0.35 -1.07 0.00
C -2.51 1.68 -0.61 0.00
C -2.20 2.70 -1.50 0.04
C -2.08 2.42 -2.87 -0.01
C -2.29 1.13 -3.35 0.04
C -2.58 0.10 -2.46 0.00
H -3.04 -0.41 -0.40 0.00
H -2.65 1.90 0.44 0.00
H -2.08 3.71 -1.15 0.00
H -1.87 3.22 -3.56 0.00
H -2.23 0.93 -4.41 0.00
H -2.76 -0.89 -2.85 0.00
C 1.02 -0.47 2.28 0.00
C 1.69 -1.53 1.42 0.00
P 0.88 -1.77 -0.18 -0.01
C 1.88 -2.77 -1.24 0.00
C 3.11 -2.21 -1.63 0.00
C 3.98 -2.95 -2.42 0.00
C 3.62 -4.23 -2.81 0.00
C 2.41 -4.79 -2.41 0.00
C 1.54 -4.06 -1.63 0.00
C -0.86 -2.22 -0.12 0.00
C -1.42 -2.69 -1.34 0.00
C -2.71 -3.21 -1.36 0.00
C -3.44 -3.27 -0.19 -0.01
C -2.90 -2.84 1.03 0.00
C -1.62 -2.33 1.07 0.00
P 0.44 0.95 1.29 0.02
C -0.87 1.73 2.25 0.02
C -0.77 3.06 2.67 0.00
C -1.79 3.62 3.42 0.00
C -2.91 2.87 3.75 0.01
C -3.02 1.55 3.33 0.00
C -2.00 0.98 2.59 0.01
C 1.81 2.11 1.10 0.00
C 1.60 3.27 0.34 0.00
C 2.62 4.19 0.18 0.00
C 3.86 3.95 0.76 0.00
C 4.08 2.80 1.49 0.00
C 3.06 1.88 1.67 0.00
H 1.69 -0.12 3.07 0.00
H 0.13 -0.85 2.79 0.00
H 1.77 -2.50 1.93 0.00
H 2.70 -1.24 1.15 0.00
H 3.40 -1.21 -1.31 0.00
H 4.92 -2.52 -2.72 0.00
H 4.30 -4.81 -3.43 0.00
H 2.16 -5.79 -2.71 0.00
H 0.61 -4.52 -1.30 0.00
H -0.84 -2.66 -2.25 0.00
H -3.13 -3.58 -2.29 0.00
H -4.44 -3.68 -0.20 0.00
H -3.47 -2.94 1.94 0.00
H -1.19 -2.07 2.02 0.00
H 0.11 3.65 2.46 0.00
H -1.71 4.64 3.76 0.00
H -3.71 3.32 4.33 0.00
H -3.88 0.96 3.60 0.00
H -2.10 -0.05 2.27 0.00
H 0.62 3.47 -0.10 0.00
H 2.45 5.09 -0.39 0.00
H 4.66 4.67 0.63 0.00
H 5.05 2.62 1.95 0.00
H 3.25 0.99 2.26 0.00
S 1.48 1.18 -1.75 -0.01
C 0.88 0.09 -2.92 0.00
N 0.22 -0.72 -3.43 0.07
```

2.
Computed, not measured: C33H31AuBrN3O3P as an isolated structure, with ωB97M-V with the def2-TZVPD basis set.

- net charge = +1
- HOMO-LUMO gap (eV) = 8.06
- DFT total energy (eV) = -128357.645
- HOMO (eV) = -11.1
- energy relative to the best compared isomer or geometry (same formula, charge and spin) (kcal per mole) = 0.00

The geometry in XYZ format:
```
73
Properties=species:S:1:pos:R:3:mulliken_charge:R:1
Au 0.31 -0.76 0.59 1.05
O 0.54 -3.45 1.55 -0.47
C 0.68 -2.76 0.58 -0.01
C 1.09 -3.36 -0.75 -0.30
C 1.14 -4.74 -0.88 -0.65
C 1.56 -5.28 -2.09 -0.62
C 1.91 -4.45 -3.15 -0.70
C 1.86 -3.07 -3.01 -0.19
C 1.43 -2.53 -1.80 0.27
P 1.33 -0.76 -1.46 1.31
C 3.02 -0.15 -1.41 0.81
C 3.65 0.30 -2.58 -0.30
C 4.99 0.67 -2.53 -0.76
C 5.69 0.59 -1.34 -0.55
C 5.07 0.15 -0.18 -0.76
C 3.74 -0.23 -0.22 -0.46
C 0.46 0.09 -2.76 0.77
C 0.63 1.47 -2.87 -0.71
C -0.10 2.18 -3.80 -0.75
C -1.00 1.52 -4.64 -0.52
C -1.17 0.15 -4.53 -0.88
C -0.45 -0.57 -3.58 -0.65
H 0.87 -5.37 -0.04 0.56
H 1.60 -6.35 -2.21 0.43
H 2.23 -4.88 -4.09 0.44
H 2.13 -2.42 -3.84 0.50
H 3.10 0.36 -3.51 0.43
H 5.47 1.02 -3.43 0.43
H 6.73 0.89 -1.31 0.41
H 5.62 0.10 0.75 0.44
H 3.25 -0.57 0.69 0.29
H 1.31 2.00 -2.21 0.48
H 0.02 3.26 -3.88 0.46
H -1.56 2.08 -5.37 0.44
H -1.87 -0.36 -5.17 0.46
H -0.61 -1.64 -3.48 0.46
Br 0.48 6.68 -0.26 -0.17
C -0.74 5.28 -0.63 -0.23
C -1.91 5.56 -1.31 -0.36
C -2.81 4.53 -1.57 -0.77
C -2.53 3.24 -1.17 -0.39
C -1.34 2.97 -0.49 0.18
C -0.44 3.99 -0.22 -0.11
C -1.02 1.57 -0.11 1.22
O -1.78 0.63 -0.42 -1.00
O 0.09 1.36 0.50 -0.92
H -2.13 6.58 -1.62 0.44
H -3.73 4.75 -2.10 0.43
H -3.20 2.42 -1.38 0.47
H 0.48 3.77 0.31 0.60
C -4.22 -0.05 3.76 -0.69
C -4.02 -0.50 2.33 -0.65
N -2.59 -0.62 2.05 0.16
C -1.63 -0.78 2.97 0.69
N -0.36 -0.82 2.57 -0.34
C 0.72 -1.02 3.54 -0.50
C 0.33 -0.53 4.92 -0.89
C -0.99 -1.17 5.29 -0.61
N -1.98 -0.89 4.27 0.11
C -3.39 -0.94 4.66 -0.58
H -5.27 -0.11 4.03 0.38
H -3.90 0.99 3.87 0.29
H -4.43 0.22 1.62 0.37
H -4.51 -1.46 2.16 0.30
H -2.30 -0.39 1.10 -0.09
H 1.60 -0.47 3.19 0.26
H 0.99 -2.08 3.57 0.30
H 0.22 0.55 4.91 0.31
H 1.10 -0.80 5.64 0.42
H -1.37 -0.77 6.23 0.41
H -0.87 -2.26 5.42 0.24
H -3.45 -0.60 5.70 0.38
H -3.76 -1.97 4.63 0.24
```

3.
Computed, not measured: a 2-piece molecular cluster, C33H31BrFIN2O7S overall, with ωB97M-V with the def2-TZVPD basis set.

- net charge = 0
- HOMO-LUMO gap (eV) = 7.39
- DFT total energy (eV) = -143727.449
- HOMO (eV) = -8.0
- SMILES string = CC(=O)OCc1c(Cc2ccc(C)cc2)c(COCOCCO)cc2c1N(Br)c1c(ccc(F)c1I)S2.O=[N+]([O-])c1ccccc1

The geometry in XYZ format:
```
77
Properties=species:S:1:pos:R:3:mulliken_charge:R:1
C 2.97 -4.13 4.15 -0.93
C 3.57 -3.32 3.01 0.69
O 4.39 -2.45 3.21 -0.55
O 3.19 -3.61 1.71 -0.15
C 1.98 -2.90 1.38 -1.21
C 2.19 -1.91 0.24 0.71
C 1.90 -0.56 0.42 -0.51
C 1.34 -0.01 1.76 -1.77
C -0.20 -0.11 1.73 1.12
C -0.87 -1.29 2.06 0.24
C -2.25 -1.39 2.02 -1.22
C -3.05 -0.33 1.61 1.07
C -4.56 -0.43 1.52 -1.44
C -2.39 0.85 1.30 -1.09
C -1.01 0.96 1.36 -0.44
C 2.11 0.35 -0.63 0.84
C 1.88 1.85 -0.52 0.15
O 1.70 2.42 -1.81 -0.38
C 2.52 3.53 -2.03 -0.65
O 1.96 4.70 -1.46 -0.32
C 2.91 5.51 -0.78 -0.30
C 2.18 6.17 0.42 -0.39
O 2.51 5.54 1.66 -0.51
C 2.57 -0.15 -1.84 -0.51
C 2.82 -1.50 -2.02 0.80
C 2.66 -2.41 -0.99 -0.53
N 2.90 -3.82 -1.08 0.21
Br 1.32 -4.82 -1.34 -0.04
C 3.93 -4.19 -1.99 0.23
C 4.25 -3.54 -3.17 0.46
C 5.25 -4.03 -4.00 -0.36
C 5.96 -5.17 -3.71 -0.75
C 5.65 -5.81 -2.51 0.74
F 6.37 -6.91 -2.20 -0.33
C 4.67 -5.35 -1.67 -0.87
I 4.35 -6.46 0.10 0.08
S 3.35 -2.07 -3.63 -0.38
H 3.13 -5.20 3.92 0.28
H 1.90 -3.94 4.29 0.25
H 3.47 -3.92 5.10 0.34
H 1.16 -3.60 1.13 0.31
H 1.65 -2.40 2.30 0.17
H 1.63 1.05 1.87 0.66
H 1.76 -0.54 2.62 0.60
H -0.31 -2.17 2.38 0.29
H -2.71 -2.34 2.29 0.37
H -4.95 -1.14 2.26 0.39
H -5.06 0.55 1.61 0.33
H -4.81 -0.81 0.52 0.28
H -2.97 1.72 0.97 0.35
H -0.60 1.94 1.11 0.37
H 0.96 2.02 0.05 -0.57
H 2.69 2.35 0.04 0.35
H 3.54 3.30 -1.67 0.48
H 2.59 3.68 -3.12 0.37
H 3.33 6.29 -1.44 0.32
H 3.77 4.95 -0.38 0.28
H 2.33 7.26 0.45 0.27
H 1.10 6.02 0.29 0.26
H 3.45 5.31 1.65 0.31
H 2.74 0.49 -2.70 0.47
H 5.49 -3.52 -4.94 0.35
H 6.72 -5.57 -4.38 0.43
O -6.49 -0.14 -0.75 -0.62
N -6.39 0.99 -1.18 1.07
O -5.48 1.39 -1.87 -0.62
C -7.46 1.94 -0.83 0.10
C -8.49 1.52 -0.01 -0.29
C -9.48 2.43 0.34 -0.48
C -9.43 3.73 -0.14 -0.40
C -8.39 4.13 -0.96 -0.45
C -7.40 3.23 -1.31 -0.33
H -8.54 0.51 0.36 0.43
H -10.30 2.12 0.98 0.37
H -10.20 4.44 0.14 0.37
H -8.35 5.15 -1.33 0.37
H -6.59 3.55 -1.95 0.45
```

4.
Computed, not measured: C33H31IN9O4RbS4 as an isolated structure, with ωB97M-V with the def2-TZVPD basis set.

- net charge = -2
- HOMO-LUMO gap (eV) = 3.66
- DFT total energy (eV) = -108424.338
- HOMO (eV) = -0.4
- energy relative to the best compared isomer or geometry (same formula, charge and spin) (kcal per mole) = 8.59

The geometry in XYZ format:
```
83
Properties=species:S:1:pos:R:3:mulliken_charge:R:1
Rb -0.26 0.19 -0.47 0.78
O -1.11 2.86 3.89 -0.68
C -1.19 2.07 4.97 -0.04
C -1.33 2.64 6.24 -0.70
C -1.45 1.83 7.35 -0.32
C -1.43 0.45 7.23 -0.68
C -1.25 -0.12 5.98 -0.30
C -1.10 0.67 4.84 0.55
C -0.81 0.08 3.49 0.23
O -0.84 0.84 2.47 -0.42
N -0.54 -1.21 3.53 -0.43
N -0.14 -1.75 2.35 0.35
C -0.15 -2.99 2.17 -0.24
S 0.57 -3.68 0.72 -0.03
C -0.06 -5.37 0.98 -0.64
C -1.27 -5.31 1.90 -0.53
S -0.84 -4.24 3.30 -0.19
H -1.05 2.21 3.11 0.28
H -1.36 3.72 6.31 0.40
H -1.55 2.29 8.33 0.34
H -1.54 -0.18 8.10 0.37
H -1.20 -1.19 5.85 0.50
H 0.73 -5.96 1.44 0.42
H -0.31 -5.79 0.00 0.32
H -1.54 -6.29 2.29 0.39
H -2.12 -4.86 1.38 0.14
N 0.16 1.85 -4.41 -0.30
C 0.63 2.88 -3.71 0.28
N 0.80 2.94 -2.43 0.25
C 1.29 4.16 -2.01 -0.10
C 1.49 5.08 -2.99 -0.49
S 1.08 4.42 -4.54 -0.34
C 1.53 4.34 -0.58 -0.08
C 1.86 5.50 0.05 -0.52
S 2.01 5.24 1.75 -0.33
C 1.60 3.53 1.48 0.38
N 1.38 3.25 0.24 0.14
N 1.64 2.63 2.48 -0.36
H 0.11 0.86 -4.00 0.25
H 0.11 1.95 -5.41 0.22
H 1.85 6.09 -2.91 0.41
H 2.00 6.49 -0.36 0.41
H 1.25 2.92 3.37 0.34
H 1.36 1.70 2.20 -0.05
O -0.03 -0.62 -3.37 -0.49
C -0.06 -1.52 -4.27 0.17
C 0.66 -1.37 -5.50 -0.76
C 0.65 -2.32 -6.49 -0.48
C -0.09 -3.49 -6.34 -0.81
C -0.80 -3.68 -5.17 -0.40
C -0.81 -2.74 -4.13 0.51
C -1.54 -3.02 -2.90 0.16
N -1.75 -2.20 -1.90 -0.03
C -2.46 -2.90 -0.96 -0.32
C -2.69 -4.17 -1.39 -1.03
N -2.10 -4.25 -2.63 0.04
H 1.25 -0.47 -5.62 0.44
H 1.22 -2.16 -7.40 0.38
H -0.11 -4.24 -7.13 0.34
H -1.39 -4.58 -5.07 0.19
H -2.77 -2.43 -0.04 0.51
H -3.18 -5.02 -0.95 0.45
H -2.06 -5.06 -3.21 0.17
N -4.35 2.61 -1.69 -0.43
C -3.17 2.28 -1.06 0.65
O -2.97 1.16 -0.66 -0.47
C -2.20 3.40 -0.92 -0.38
I -3.02 4.85 0.62 -0.02
H -5.07 1.91 -1.62 0.26
H -4.66 3.57 -1.64 0.22
H -2.11 4.05 -1.78 0.45
H -1.24 3.10 -0.52 -0.29
C 5.47 -0.96 0.91 -0.29
C 5.09 -0.45 -0.33 -0.45
C 3.75 -0.11 -0.56 -0.54
C 2.76 -0.26 0.41 0.39
C 3.18 -0.77 1.65 -0.56
C 4.51 -1.12 1.90 -0.65
H 6.51 -1.22 1.10 0.29
H 5.84 -0.33 -1.11 0.30
H 3.49 0.28 -1.55 0.19
H 2.46 -0.91 2.45 0.01
H 4.80 -1.51 2.87 0.31
```

5.
Computed, not measured: C33H31IrN2O7PS as an isolated structure, with ωB97M-V with the def2-TZVPD basis set.

- net charge = +1
- HOMO-LUMO gap (spin up / spin down) (eV) = 7.35 / 4.92
- DFT total energy (eV) = -74991.340
- expectation value of S² = 6.05
- multiplicity = 5
- HOMO (spin up / spin down) (eV) = -10.7 / -10.7
- energy relative to the best compared isomer or geometry (same formula, charge and spin) (kcal per mole) = 24.79

The geometry in XYZ format:
```
76
Properties=species:S:1:pos:R:3:lowdin_spin:R:1
Ir 0.22 -0.56 0.41 2.49
O 4.24 1.73 0.29 0.00
C 3.32 0.81 0.47 0.01
O 2.34 0.71 -0.24 0.08
C 3.61 -0.09 1.65 0.00
O 2.74 -1.20 1.61 0.01
C 2.41 -1.75 2.86 0.00
C 1.23 -0.87 3.49 0.01
O 1.37 -0.51 4.63 0.02
O 0.32 -0.65 2.67 0.13
H 4.04 2.31 -0.47 0.00
H 3.48 0.51 2.56 0.00
H 4.65 -0.42 1.60 0.00
H 3.26 -1.78 3.54 0.00
H 2.03 -2.75 2.67 0.00
C -4.06 0.47 -5.60 0.00
C -3.69 -0.07 -4.26 0.01
C -2.81 0.64 -3.45 0.00
C -2.46 0.16 -2.20 0.01
C -3.03 -1.02 -1.74 0.01
C -3.87 -1.76 -2.55 0.01
C -4.20 -1.28 -3.80 0.00
S -2.63 -1.54 -0.09 0.03
O -2.40 -0.34 0.71 0.07
O -3.56 -2.51 0.40 0.01
N -1.10 -2.12 -0.25 0.38
C -0.66 -3.38 -0.26 0.04
C -1.45 -4.53 -0.09 0.14
C -0.85 -5.79 -0.13 0.00
C 0.50 -5.95 -0.35 0.17
C 1.33 -4.82 -0.52 0.01
C 2.72 -4.89 -0.73 0.03
C 3.43 -3.73 -0.89 -0.01
C 2.76 -2.50 -0.83 0.03
N 1.47 -2.40 -0.60 0.06
C 0.75 -3.53 -0.46 0.06
H -4.12 1.56 -5.57 0.00
H -5.02 0.08 -5.95 0.00
H -3.31 0.20 -6.34 0.00
H -2.39 1.57 -3.80 0.00
H -1.78 0.69 -1.55 0.01
H -4.27 -2.70 -2.18 0.00
H -4.86 -1.85 -4.44 0.00
H -2.50 -4.42 0.11 0.01
H -1.47 -6.66 0.03 0.00
H 0.95 -6.93 -0.36 0.01
H 3.19 -5.86 -0.80 0.00
H 4.49 -3.75 -1.07 0.00
H 3.31 -1.58 -0.99 0.00
C -2.04 2.57 0.48 0.01
P -0.37 1.83 0.69 0.10
C -0.09 2.14 2.45 0.01
C -1.09 1.72 3.33 0.00
C -0.92 1.87 4.69 0.00
C 0.24 2.44 5.19 0.00
C 1.24 2.85 4.32 0.00
C 1.09 2.67 2.95 0.00
C 0.49 3.11 -0.30 0.02
C 0.74 2.84 -1.64 0.01
C 1.16 3.86 -2.48 0.00
C 1.33 5.14 -1.99 0.00
C 1.08 5.41 -0.65 0.00
C 0.65 4.40 0.19 0.00
H -2.08 3.46 1.12 0.00
H -2.82 1.87 0.76 0.00
H -2.18 2.87 -0.55 0.00
H -1.98 1.25 2.92 0.00
H -1.69 1.51 5.37 0.00
H 0.38 2.55 6.25 0.00
H 2.14 3.29 4.70 0.00
H 1.89 2.93 2.27 0.00
H 0.59 1.84 -2.01 0.01
H 1.33 3.65 -3.53 0.00
H 1.63 5.94 -2.65 0.00
H 1.20 6.41 -0.27 0.00
H 0.43 4.61 1.23 0.00
```

6.
Computed, not measured: C33H31N10O9Sr as an isolated structure, with ωB97M-V with the def2-TZVPD basis set.

- net charge = -1
- HOMO-LUMO gap (eV) = 5.60
- DFT total energy (eV) = -68893.121
- HOMO (eV) = -4.7
- energy relative to the best compared isomer or geometry (same formula, charge and spin) (kcal per mole) = 0.00

The geometry in XYZ format:
```
84
Properties=species:S:1:pos:R:3:mulliken_charge:R:1
Sr -0.02 -0.60 -0.48 1.34
N 0.14 0.59 -2.87 -0.20
C -1.12 0.22 -3.54 -0.60
C -1.41 -1.29 -3.47 0.27
O -1.84 -1.85 -4.49 -0.78
N -1.17 -1.81 -2.27 -0.24
C -1.19 -3.25 -2.16 -0.67
C 0.06 -3.74 -1.40 0.07
O 0.59 -4.81 -1.74 -0.85
O 0.52 -2.98 -0.48 -0.19
H 0.26 1.60 -2.89 0.14
H 0.93 0.20 -3.38 0.02
H -1.14 0.50 -4.60 0.37
H -1.93 0.75 -3.04 0.28
H -1.21 -3.74 -3.13 0.28
H -2.06 -3.62 -1.60 0.37
C 3.71 -1.82 -1.73 -1.13
N 2.90 -1.30 -0.62 0.76
C 3.64 -0.56 0.38 -1.71
C 3.15 0.86 0.50 0.14
N 1.93 1.25 0.27 0.90
C 1.90 2.60 0.58 -0.04
C 0.84 3.50 0.52 -0.64
C 1.10 4.81 0.89 -0.75
C 2.37 5.21 1.32 -0.40
C 3.43 4.33 1.38 -1.14
C 3.17 3.01 1.01 0.59
N 3.95 1.87 0.95 -0.01
C 2.95 -1.94 -3.01 0.57
N 2.94 -1.01 -3.93 -0.80
C 2.11 -1.51 -4.93 0.24
C 1.72 -0.95 -6.14 -0.69
C 0.86 -1.67 -6.93 -0.41
C 0.38 -2.93 -6.54 -0.42
C 0.75 -3.51 -5.34 -0.75
C 1.63 -2.77 -4.55 0.53
N 2.20 -3.04 -3.33 0.07
H 4.51 -1.11 -1.93 0.49
H 4.16 -2.79 -1.48 0.33
H 2.33 -2.04 -0.22 -0.03
H 3.54 -1.02 1.36 0.27
H 4.71 -0.53 0.14 0.50
H -0.14 3.17 0.19 0.51
H 0.30 5.54 0.86 0.44
H 2.53 6.25 1.60 0.37
H 4.41 4.64 1.71 0.38
H 4.93 1.80 1.16 0.22
H 2.08 0.03 -6.43 0.40
H 0.52 -1.25 -7.87 0.36
H -0.34 -3.45 -7.17 0.36
H 0.36 -4.46 -5.01 0.38
H 1.91 -3.79 -2.70 0.25
O -1.70 -0.31 1.39 -0.93
C -2.09 0.81 0.98 0.96
O -1.70 1.39 -0.05 -0.75
C -3.11 1.52 1.85 0.26
C -3.47 0.97 3.07 -0.56
C -4.37 1.65 3.88 -0.07
C -4.93 2.85 3.51 -0.40
C -4.55 3.37 2.29 -0.17
C -3.65 2.74 1.46 -0.50
N -5.12 4.67 1.87 1.07
O -4.74 5.15 0.83 -0.62
O -5.93 5.19 2.62 -0.64
N -4.74 1.08 5.18 1.04
O -5.57 1.67 5.84 -0.64
O -4.19 0.05 5.53 -0.64
H -3.04 0.03 3.37 0.59
H -5.64 3.37 4.15 0.60
H -3.36 3.16 0.51 0.64
C -1.11 -1.70 5.87 -1.24
C -0.31 -1.56 4.61 1.15
C -0.18 -2.61 3.71 -1.04
C 0.53 -2.42 2.53 -0.49
N 1.11 -1.26 2.21 0.16
C 0.99 -0.26 3.08 -0.13
C 0.30 -0.36 4.27 -0.84
H -1.30 -2.75 6.11 0.38
H -2.07 -1.20 5.77 0.11
H -0.59 -1.25 6.72 0.36
H -0.63 -3.57 3.91 0.39
H 0.62 -3.21 1.79 0.48
H 1.44 0.68 2.79 0.24
H 0.23 0.50 4.93 0.44
```